Computed, not measured: a cluster of 12 separate species, C32H44F4N8O16 in total in a non-equilibrium geometry, with wB97M-V/def2-TZVPD.

Geometry as XYZ:
```
104
C32H44F4N8O16 | OMol25 | wB97M-V/def2-TZVPD
F -0.79275 -4.04234 -1.08831
F -5.05307 0.53229 3.48765
F -2.99120 2.50408 3.99022
F -1.60013 -1.38210 -0.88308
O -1.85277 -2.75434 -5.92650
O -4.77633 2.24044 -4.59976
O -4.43068 3.29005 -0.58739
O -3.92592 1.20268 -0.39698
O 3.82217 -2.35789 -0.14032
O 4.14118 1.65939 -5.57074
O 3.21199 1.70221 -3.70535
O -2.73154 1.69888 -4.62689
O 5.91473 4.54486 -0.21379
O 0.47187 -0.09049 4.07641
O -2.00244 -4.87407 -5.81565
O 0.39814 -2.04567 5.19826
O 2.64888 -1.06056 -5.83242
O 1.00931 -1.32157 -4.42533
O 3.82501 4.18525 -0.85809
O 4.90420 -0.48197 -0.30256
N -1.96514 -3.76339 -5.29864
N 4.06537 -1.32911 -0.68945
N 4.22011 1.79745 -4.36818
N 1.47781 -0.92368 -5.45860
N 0.73873 -1.29890 4.23757
N -3.74210 2.39444 -0.12847
N 4.71669 4.84423 -0.30355
N -3.87452 1.45789 -4.28752
C 0.53965 3.46308 4.45723
C -4.12235 0.29969 -3.36530
C -0.80646 -0.32134 -0.67960
C -0.29222 -5.71795 2.17170
C -3.60699 -0.93010 4.61623
C 1.23152 -4.48089 0.23540
C -2.42440 -2.66712 3.32269
C 0.50984 -0.17210 -6.35346
C -0.86687 4.31535 6.34874
C -0.86997 -5.20489 1.01171
C -0.16858 -4.58761 0.04548
C 5.54348 1.93202 -3.71120
C -0.37812 0.42160 -1.76032
C 1.06564 -5.44762 2.40957
C -4.19858 -0.50117 3.42132
C -3.03717 -2.19114 2.17071
C 1.55972 -2.01066 3.10213
C 4.34953 6.21198 0.11722
C -2.02516 3.86543 5.74201
C 0.66092 1.36177 -1.62123
C 1.09298 1.71505 -0.34503
C -2.69911 -2.00526 4.55698
C -1.94589 -3.66373 -3.81417
C -1.89560 3.14488 4.54180
C 0.40940 4.08950 5.71483
C -2.60906 2.84346 0.76363
C -3.92872 -1.14212 2.21225
C -0.64166 2.88475 3.96744
C -0.45210 0.12400 0.58828
C 0.52632 1.11765 0.78090
C 1.88191 -4.86793 1.43517
C 3.30998 -1.08430 -1.89149
H -2.97128 4.17018 6.16437
H 6.15602 2.65971 -4.24352
H 6.03696 0.96976 -3.84773
H 5.27341 2.16093 -2.68030
H 2.17928 -1.19903 2.72067
H -2.56861 2.17074 1.62031
H 2.43221 -1.72919 -1.84999
H 4.02881 -1.32379 -2.67510
H -0.93258 -3.88762 -3.48073
H -2.65559 -4.34546 -3.34548
H 1.32726 4.47761 6.13113
H 3.27897 6.36373 -0.02056
H 1.08051 0.38201 -7.09871
H 3.00074 -0.04060 -1.83522
H 1.78157 2.53096 -0.18208
H -1.75321 -3.49472 3.14664
H 1.03770 1.82206 -2.52266
H -0.26323 -0.71253 -6.89971
H -3.31658 0.17029 -2.64275
H -1.90710 -5.43344 0.81539
H -1.67536 2.84448 0.20124
H 1.55555 -5.83874 3.28901
H -2.33544 -2.48252 5.45496
H -2.83397 -2.66485 1.22166
H -5.07986 0.35140 -2.84703
H -0.02585 0.55392 -5.74188
H -0.60853 2.33914 3.03599
H 0.81213 1.45537 1.76613
H -4.49474 -0.91870 1.32000
H -0.90779 -6.35925 2.78506
H -2.14938 -2.62782 -3.54292
H -2.97369 3.80172 1.13363
H -3.89284 -0.34863 5.48028
H 1.71984 -3.89854 -0.53194
H 4.49241 6.23074 1.19765
H -0.84387 -0.38724 1.45520
H 0.96372 -2.29547 2.23508
H -4.24058 -0.64390 -3.89799
H 2.91934 -4.62294 1.60872
H -0.64506 0.20683 -2.78453
H -0.99395 5.07009 7.11072
H 2.05021 -2.84210 3.60830
H 1.49109 3.30994 3.96969
H 4.91200 6.93354 -0.47530
```

For the molar mass, the calculation gives 872.736 g mol⁻¹. The relative energy (zero: lowest compared OMol25 entry of this formula, charge and spin) is 0.642 eV. The value obtained for the HOMO energy (alpha / beta) is -0.031 / -0.167 Eh. Its net charge is -1. The total energy comes out at -89424.5271 eV. As for the multiplicity: 2.

Computed, not measured: a cluster of 3 separate species, C31H50N4O5 in total in a non-equilibrium geometry, with wB97M-V/def2-TZVPD.

Geometry as XYZ:
```
90
C31H50N4O5 | OMol25 | wB97M-V/def2-TZVPD
O -4.12570 3.89556 1.32954
O -1.80940 0.59503 6.16838
O 2.15548 -0.69541 2.32168
O 5.52313 -1.06264 -1.40130
O 2.53068 1.49732 2.78167
N -6.17203 2.91065 1.57082
N 1.92746 1.55611 -3.75154
N 0.14865 1.74239 6.42879
N 4.62246 1.45753 -2.35162
C 2.22607 -2.13865 -2.93599
C -1.09997 1.36286 6.79111
C 0.72044 1.20979 5.20256
C -1.54984 2.13444 -2.63295
C 2.84494 0.50802 2.16717
C -2.48586 -2.19841 -2.11082
C 4.01837 -3.59897 -1.68995
C -0.74165 -4.04800 -2.19271
C -1.78280 0.10629 -1.00236
C 0.29029 -0.80962 -4.12837
C 0.93249 2.66322 7.22513
C -7.07790 2.15278 2.41034
C -4.93000 3.26221 1.98573
C 2.85756 -4.14880 -0.73188
C 4.03122 2.57673 -2.84624
C -2.82450 -0.66769 -1.88469
C 2.48108 0.39378 -3.23178
C 2.79536 -3.38429 0.65468
C 4.27783 -0.96592 -2.04858
C -6.60617 3.30616 0.24394
C 2.72045 2.64003 -3.54630
C -0.58636 -2.11246 -3.97424
C 1.40771 -2.68281 0.95883
C 1.69257 -0.88178 -3.41405
C 3.78983 0.36602 -2.55958
C -0.98318 -2.48726 -2.48829
C 4.09020 0.53950 1.18986
C -1.64248 2.50603 0.00293
C 1.49805 -1.11223 1.10839
C -1.65405 1.47380 -1.20384
C 3.54764 -2.20626 -2.21106
H -2.00854 1.49913 -3.44280
H 1.86226 -4.19134 -1.26378
H -0.29698 0.08831 -3.78258
H -0.46760 2.26650 -2.91623
H -7.61928 2.95375 0.05483
H -0.51596 -4.23933 -1.10505
H 1.91243 -0.65478 0.16663
H -1.72419 -4.56803 -2.41703
H 1.03454 -3.06346 1.95861
H 1.72122 1.60367 5.04565
H 4.60946 3.53636 -2.75286
H 1.17437 3.54218 6.62283
H -1.43536 1.82534 7.73521
H -3.13945 -2.58768 -2.94753
H -1.54529 -2.03294 -4.57095
H 4.10995 -4.31922 -2.55394
H -4.69957 2.91313 3.00594
H -7.33339 1.21633 1.90871
H 0.38012 2.97846 8.11053
H -3.00159 -0.21037 -2.89415
H -6.61863 1.92788 3.37261
H -0.26627 -1.93092 -1.80983
H -2.24152 2.15397 0.87551
H -3.81076 -0.61756 -1.33705
H -2.07928 3.12746 -2.61829
H 0.43647 -0.65355 -5.24136
H 0.08297 1.48435 4.36086
H -0.60322 2.85088 0.25494
H 2.94081 -4.17046 1.45559
H 0.01150 -4.51300 -2.88125
H -0.01023 -2.96398 -4.44241
H 0.59459 -2.96332 0.22586
H 3.68024 -2.68871 0.77594
H 0.76081 0.12048 5.26905
H 1.67013 -3.08813 -3.09214
H -6.57544 4.39486 0.16442
H 4.84638 1.30510 1.50726
H -2.18135 3.41642 -0.39898
H 4.95454 -3.54279 -1.07239
H 6.10657 -0.37728 -1.79027
H 3.73620 0.78922 0.14731
H -7.98678 2.73645 2.57579
H -5.92585 2.88357 -0.49864
H -1.17402 -0.40290 -0.20305
H -2.71662 -2.81146 -1.18640
H 4.52829 -0.49667 1.15414
H 1.85680 2.17074 7.53706
H 2.37287 3.63459 -3.93063
H 3.11174 -5.23343 -0.51988
H 0.42380 -0.75292 1.18085
```

For the molar mass, the calculation gives 558.764 g mol⁻¹. Its SMILES is CC(=O)OCCCCCc1cc(CC[C@H](C)CCC=C(C)C)c2nccnc2c1O.CN(C)C=O.CN(C)C=O. The value obtained for the HOMO energy is -0.284 Eh. The total energy comes out at -49151.9631 eV.

Computed, not measured: a structure of composition C9H7CdN2O5S in a non-equilibrium geometry, with wB97M-V/def2-TZVPD.

Geometry as XYZ:
```
25
C9H7CdN2O5S | OMol25 | wB97M-V/def2-TZVPD
Cd 0.14730 0.18086 -1.64612
S 1.59427 1.34278 -0.02364
O -0.71371 -3.12140 -3.07162
O -2.29386 -1.28414 0.06874
O -2.40386 1.49614 -4.20600
O 1.29524 0.26086 -4.80503
O 1.06948 -2.92663 -0.58046
N -0.43987 2.42364 1.48900
N 0.34508 0.57605 2.29171
C 1.12477 0.27146 -3.65364
C 1.31601 -2.48024 -1.70662
C -0.25520 -2.06966 -2.86893
C -1.79275 1.13448 -3.30028
C -0.61241 1.05338 3.19548
C -1.45257 -0.73606 -0.50806
C -1.12366 2.20293 2.66617
C 1.04310 -0.72233 2.38351
C 0.43706 1.41874 1.23476
H -0.78777 0.61325 4.15709
H -0.60711 3.17411 0.82134
H -1.83838 2.91867 3.03780
H 0.53172 -1.48728 1.76854
H 2.32471 -2.65652 -2.21725
H 2.07728 -0.60805 2.02034
H 1.01510 -0.97506 3.45314
```

For the molar mass, the calculation gives 367.643 g mol⁻¹. The relative energy (zero: lowest compared OMol25 entry of this formula, charge and spin) is 0.481 eV. The value obtained for the HOMO energy is -0.353 Eh. Its net charge is +1. The total energy comes out at -38052.6155 eV.

Computed, not measured: a cluster of 10 separate species, C16H52O16 in total in a non-equilibrium geometry, with wB97M-V/def2-TZVPD.

Geometry as XYZ:
```
84
C16H52O16 | OMol25 | wB97M-V/def2-TZVPD
O -2.51280 5.72127 -0.19228
O 0.11052 -0.35614 -1.27134
O -3.93189 -2.04818 -1.74671
O 5.87017 0.74348 1.68901
O -0.91887 -2.14718 -2.90857
O 0.52367 6.73043 -0.22617
O 3.40192 0.11912 -0.01434
O 0.95259 3.26434 2.53685
O -1.57460 -1.48659 2.91813
O -1.22085 -3.96739 1.46318
O -2.92888 -4.06559 -3.65064
O 2.95807 -0.03704 5.16889
O -2.69246 -4.78858 -1.09877
O 0.02129 2.30386 -2.70152
O 0.27841 -0.69680 4.64349
O 0.91909 0.91410 1.05606
C -3.00512 -1.58871 2.92643
C 2.47602 -0.17454 3.87137
C -4.22770 -2.06483 -3.15353
C -0.76371 -0.33603 -0.17405
C -0.55046 -2.23740 -4.28396
C -1.36480 5.24569 -0.84524
C 1.33605 2.46033 -2.20346
C 4.66768 0.68049 -0.42817
C -0.36919 6.32009 -1.26425
C 2.23627 3.83548 2.53565
C -4.21392 -3.45198 -3.75353
C 1.32471 -1.16868 3.81156
C 5.35539 1.53661 0.62476
C -1.49416 -5.28914 -0.61550
C -0.64050 -4.26204 0.23818
C -0.45756 0.88292 0.71409
H -0.76219 1.75289 0.13234
H -0.77793 7.18986 -1.77859
H 0.03417 7.06501 0.52885
H -1.09191 -4.70743 2.06093
H 5.20291 -0.13386 -0.91650
H 4.67619 2.30677 0.99032
H -1.81782 -0.44646 -0.42852
H -1.66474 4.68378 -1.72976
H 0.34241 -4.66847 0.47650
H -1.77011 -2.58817 -2.85841
H 0.23214 5.87953 -2.05949
H 0.99989 2.54175 1.90659
H -0.16891 -1.09803 -1.81275
H 3.14662 3.27300 2.74294
H 1.40370 0.58568 0.29520
H -4.37359 -3.35187 -4.82712
H -1.35207 -1.83284 -4.90190
H 2.20591 0.83810 3.57187
H 2.17003 4.55438 3.35229
H 2.02645 1.63243 -2.36480
H -2.87994 -4.09551 -2.69236
H 4.46605 1.34715 -1.26663
H -3.59815 -1.37997 -3.72164
H -0.82875 4.57558 -0.17315
H -3.37409 -2.37323 2.26576
H 0.38609 -1.68216 -4.33573
H -1.28354 -2.32246 2.54636
H 6.49062 0.10968 1.32167
H 1.69711 -2.12611 4.17591
H 3.29890 -0.51283 3.24166
H -4.32869 -1.26783 -1.35276
H 1.70982 3.37197 -2.66963
H -1.04284 0.76718 1.62631
H -0.50446 -0.81977 4.10164
H -3.48931 -0.63981 2.69566
H -0.57749 -1.13342 0.54538
H -0.89102 -5.72715 -1.41078
H 3.45235 -0.77525 0.33085
H 1.40938 2.70227 -1.14319
H 1.14223 -1.33005 2.74913
H -0.38214 -3.26958 -4.59115
H -2.27240 5.77710 0.73546
H -3.24207 -4.52670 -0.35651
H -1.74743 -6.08097 0.08945
H -0.13954 1.37763 -2.50700
H -0.48525 -3.37509 -0.37610
H 3.74693 0.49766 5.05316
H 2.40358 4.36902 1.60000
H 6.18152 2.08786 0.17562
H -4.93728 -4.13899 -3.31437
H -5.20404 -1.59955 -3.28913
H -3.40130 -1.87425 3.90091
```

For the molar mass, the calculation gives 500.576 g mol⁻¹. The relative energy (zero: lowest compared OMol25 entry of this formula, charge and spin) is 0.524 eV. Its SMILES is OCCO.OCCO.OCCO.OCCO.OCCO.OCCO.CO.CO.CO.CO. The value obtained for the HOMO energy is -0.336 Eh. The total energy comes out at -50189.9627 eV.